Density functional theory data (ωB97M-V/def2-TZVPD) for C4H4O as an isolated structure in a non-equilibrium geometry.

```
9
Properties=species:S:1:pos:R:3:mulliken_charge:R:1
O 0.60 -1.18 -0.80 -0.09
C 1.57 -0.90 -0.11 -0.10
C -0.33 0.60 0.30 -0.24
C -0.60 -0.53 -0.67 -0.27
C 0.82 0.67 0.92 -0.50
H -1.28 1.28 0.40 0.24
H -1.44 -1.06 -0.14 0.28
H 1.51 1.17 1.64 0.34
H -0.86 -0.06 -1.53 0.34
```

The electronic energy is -6254.6812 eV. Its relative energy (zero: lowest compared OMol25 entry of this formula, charge and spin) is 4.698 eV. Its HOMO energy is -8.11 eV. As for the frontier orbital gap: 8.98 eV. The max |F| comes out at 0.0901 Eh/bohr.